a:
C4H2BrP | wB97M-V/def2-TZVPD

Atoms and positions in Å:
C 0.711 -2.326 0.688
C 0.351 -1.467 -0.142
P -0.581 -0.243 -1.225
Br -2.499 -0.266 -0.128
C -0.073 1.360 -0.472
C 0.210 2.507 -0.124
H 1.234 -3.028 1.312
H 0.646 3.463 0.090

Properties
- SMILES: C#CP(Br)C#C

---

b:
C4H2BrP | wB97M-V/def2-TZVPD

Atoms and positions in Å:
C 0.645 1.457 0.295
C 0.074 -2.510 -0.268
C 1.324 2.450 0.066
C -0.426 -1.485 0.237
P -1.152 -0.158 1.020
Br -2.702 0.350 -0.472
H 1.612 3.296 -0.477
H 0.625 -3.400 -0.401

---

Which of them is the most stable? Correct choice: a.

---

a:
C6H12NO | wB97M-V/def2-TZVPD

Atoms and positions in Å:
C -2.260 -1.682 0.229
C -1.355 -1.049 0.994
C -0.025 -1.406 0.500
C 0.596 -0.431 -0.560
C 0.459 0.983 -0.079
N 0.329 1.956 -1.137
C 1.712 1.275 0.792
O 2.215 2.368 0.904
H -3.359 -1.723 0.263
H -1.962 -2.127 -0.652
H -1.331 -0.672 2.036
H -0.024 -2.401 0.033
H 0.674 -1.312 1.323
H 1.560 -0.796 -0.741
H -0.001 -0.814 -1.475
H -0.453 0.847 0.635
H 0.593 1.483 -1.991
H 0.992 2.719 -0.962
H -0.613 2.335 -1.412
H 2.253 0.450 1.300

Properties
- SMILES: C=CCC[C@H]([NH3+])C=O
- Charge: +1

---

b:
C6H12NO | wB97M-V/def2-TZVPD

Atoms and positions in Å:
C -1.715 -1.286 -0.035
C -0.324 -1.070 0.651
C -0.745 1.409 0.633
C -1.504 0.053 -0.703
C 2.364 0.098 0.043
C 1.097 0.420 -0.729
N -0.174 0.266 -0.061
O -2.043 1.147 0.037
H -1.778 -2.061 -0.832
H -2.608 -1.302 0.632
H -0.674 -0.827 1.608
H 0.386 -1.950 0.724
H -0.676 1.354 1.699
H -0.374 2.357 0.363
H -1.458 0.141 -1.830
H 2.210 -0.904 0.401
H 3.221 0.149 -0.682
H 2.627 0.727 0.921
H 1.072 -0.205 -1.674
H 1.099 1.482 -1.166

Properties
- Charge: +1

---

c:
C6H12NO | wB97M-V/def2-TZVPD

Atoms and positions in Å:
O 2.247 0.537 0.134
C 1.710 -0.247 -0.720
C 0.537 -0.979 -0.532
C -0.409 -0.606 0.535
C -1.607 0.119 -0.075
C -2.928 -0.275 0.019
C -4.147 0.518 -0.430
N 5.145 0.553 0.575
H 2.347 -0.594 -1.575
H 0.218 -1.915 -1.018
H -0.823 -1.405 1.208
H 0.074 0.156 1.195
H -1.218 0.972 -0.643
H -3.091 -1.211 0.572
H -3.668 1.448 -0.906
H -4.954 0.166 -1.083
H -4.635 1.042 0.428
H 4.142 0.602 0.478
H 5.327 -0.287 1.120
H 5.733 1.406 0.719

Properties
- Charge: +1

---

Which of them is the most stable? Correct choice: a.

---

a:
C5H11N2O | wB97M-V/def2-TZVPD

Atoms and positions in Å:
O -1.370 -1.061 1.308
C -0.897 0.067 1.753
C -1.119 1.307 0.804
C -1.058 0.706 -0.573
C 0.131 -0.206 -0.636
C 1.392 0.134 -1.122
N 2.381 -0.830 -1.239
N -0.163 -1.472 -0.427
H -1.136 0.333 2.792
H -2.101 1.719 1.022
H -0.382 2.019 1.108
H -1.888 0.034 -0.662
H -1.058 1.378 -1.431
H 1.572 1.170 -1.422
H 3.164 -0.676 -0.615
H 2.717 -0.844 -2.213
H 0.540 -2.191 -0.416
H 0.235 0.015 1.726
H -0.962 -1.602 0.242

Properties
- Charge: +1

---

b:
C5H11N2O | wB97M-V/def2-TZVPD

Atoms and positions in Å:
C 1.102 -1.210 -0.292
C 1.137 1.121 -0.518
C -1.183 -0.290 -0.375
C 2.919 0.027 0.642
C -3.343 0.441 0.228
N 1.656 0.045 -0.122
N -0.286 -1.320 -0.337
O -2.317 -0.552 0.157
H 1.578 -2.083 -0.072
H 0.485 1.137 -1.391
H 1.492 2.154 -0.127
H -1.313 0.679 -1.031
H 3.611 -0.519 0.152
H 3.260 1.065 0.847
H 2.827 -0.360 1.643
H -4.196 0.133 0.810
H -3.872 0.431 -0.808
H -3.014 1.372 0.708
H -0.543 -2.270 -0.114

Properties
- Charge: +1

---

Which of them is the most stable? Correct choice: b.

---

a:
C5H11N2O | wB97M-V/def2-TZVPD

Atoms and positions in Å:
O 0.050 -1.115 -0.070
C -0.662 -1.281 0.880
C -0.762 -0.201 1.867
C 0.045 0.954 1.874
C -0.219 2.053 0.752
C 0.110 1.282 -1.429
N 0.586 1.851 -0.416
N 0.907 -2.462 -2.537
H -1.317 -2.168 0.946
H -1.618 -0.237 2.530
H -0.135 1.470 2.826
H 1.111 0.691 1.842
H 0.047 2.999 1.209
H -1.272 2.076 0.448
H 0.705 1.345 -2.323
H -0.842 0.754 -1.455
H 0.784 -3.438 -2.762
H 0.579 -2.279 -1.602
H 1.904 -2.294 -2.579

Properties
- Charge: +1

---

b:
C5H11N2O | wB97M-V/def2-TZVPD

Atoms and positions in Å:
C 0.708 2.095 -0.589
C 1.197 0.700 -1.051
C -0.012 -0.064 -0.562
C -1.570 2.445 0.416
C 0.776 -2.240 0.218
N -0.367 1.733 0.189
N 0.160 -0.939 0.586
O 1.136 3.186 -0.796
H 1.332 0.678 -2.130
H 2.134 0.414 -0.575
H -0.805 -0.331 -1.243
H -1.333 3.506 0.290
H -2.348 2.196 -0.313
H -1.936 2.269 1.431
H 0.114 -2.786 -0.452
H 1.723 -2.067 -0.295
H 0.955 -2.835 1.110
H 0.763 -0.444 1.262
H -0.747 -1.104 1.042

Properties
- Charge: +1

---

Which of them is the most stable? Correct choice: b.

---

a:
C5H11N2O | wB97M-V/def2-TZVPD

Atoms and positions in Å:
N -1.361 -0.495 0.204
C -0.177 0.070 0.539
C 0.262 0.312 1.796
N -0.389 -0.434 2.889
C 0.609 0.761 -0.593
C 1.010 0.049 -1.958
C 0.036 -0.290 -3.060
O -1.152 -0.393 -2.923
H -1.824 -0.164 -0.616
H -1.849 -1.152 0.776
H 1.071 0.998 1.970
H -1.057 0.088 3.466
H -0.713 -1.382 2.676
H 0.341 -0.685 3.572
H 1.434 1.263 -0.076
H -0.036 1.640 -0.786
H 1.648 -0.681 -1.455
H 1.664 0.843 -2.350
H 0.483 -0.347 -4.070

Properties
- SMILES: N/C(=C\[NH3+])CCC=O
- Charge: +1

---

b:
C5H11N2O | wB97M-V/def2-TZVPD

Atoms and positions in Å:
C 0.218 0.326 -1.592
C 1.461 -1.157 1.186
C 1.015 0.163 1.816
C 0.150 -0.578 0.946
C -2.085 -0.258 1.185
N -0.796 -0.287 -2.288
N 0.897 1.229 -2.290
O -1.038 -1.090 0.744
H 2.395 -1.135 0.655
H 1.274 -2.109 1.729
H 0.825 0.502 2.748
H 1.402 1.049 1.268
H -2.668 0.122 0.301
H -1.614 0.582 1.747
H -2.707 -0.780 1.852
H -1.612 -0.752 -1.802
H -1.031 0.062 -3.179
H 1.846 1.241 -1.898
H 1.015 1.315 -3.340

Properties
- Charge: +1

---

Which of them is the most stable? Correct choice: a.